Entry from the Open Molecules 2025 dataset: a molecular structure, C18H22AuN2O4S4 (ωB97M-V with the def2-TZVPD basis set).

Atoms and positions in Å:
1 Au -1.20 0.34 -0.79
2 S -1.44 2.31 0.43
3 S 0.69 -0.13 2.22
4 S 1.19 0.08 -1.45
5 S -2.18 5.60 -1.82
6 O -1.19 -1.63 -1.69
7 O -1.15 5.87 -2.78
8 O -0.46 -0.56 1.37
9 O -2.88 6.72 -1.27
10 N -0.07 -2.28 -1.44
11 N -1.64 4.64 -0.59
12 C -4.25 4.42 -3.47
13 C 1.20 -4.24 2.62
14 C -4.66 2.05 -3.14
15 C 1.12 -1.64 -1.30
16 C 2.27 -2.38 -1.08
17 C 1.19 2.40 4.44
18 C -4.94 3.25 -3.79
19 C -0.13 -3.63 -1.35
20 C 0.48 -2.90 2.62
21 C -0.08 0.31 3.84
22 C 0.99 -4.39 -1.15
23 C -3.02 3.15 -1.78
24 C -3.71 1.98 -2.15
25 C -3.31 4.34 -2.48
26 C 1.47 -1.76 2.68
27 C 0.92 0.94 4.79
28 C 2.23 -3.76 -1.01
29 C -2.09 3.40 -0.76
30 H -0.11 -2.81 1.70
31 H -1.12 -4.04 -1.47
32 H -0.21 -2.86 3.46
33 H 3.20 -1.84 -0.98
34 H 1.65 2.47 3.46
35 H -0.55 -0.59 4.24
36 H -5.21 1.16 -3.42
37 H -3.49 1.04 -1.65
38 H 3.13 -4.34 -0.86
39 H -4.46 5.35 -3.97
40 H 1.86 2.84 5.18
41 H 1.91 -1.64 3.67
42 H -0.86 1.02 3.57
43 H 0.48 -5.06 2.59
44 H 0.90 -5.46 -1.11
45 H 2.26 -1.91 1.95
46 H 0.52 0.87 5.80
47 H 0.27 2.96 4.43
48 H -5.70 3.27 -4.56
49 H 1.80 -4.35 3.52
50 H 1.85 -4.33 1.76
51 H 1.86 0.38 4.78

**Multiplicity**: 2
**HOMO (alpha / beta)**: -8.20 / -8.50 eV
**Net charge**: 0
**Total energy**: -77223.0987 eV

How positive or negative is each atom? The Mulliken charges in e answer that:
1. Au 0.746
2. S -0.354
3. S 0.497
4. S -0.405
5. S 1.158
6. O -0.848
7. O -0.623
8. O -0.609
9. O -0.625
10. N 0.617
11. N -0.561
12. C -0.551
13. C -1.344
14. C -0.816
15. C 0.546
16. C -0.701
17. C -1.219
18. C -0.410
19. C -0.337
20. C -0.115
21. C -0.828
22. C -0.642
23. C 0.705
24. C -0.271
25. C -0.138
26. C -0.790
27. C -0.228
28. C -0.299
29. C 0.531
30. H 0.154
31. H 0.430
32. H 0.296
33. H 0.430
34. H 0.309
35. H 0.346
36. H 0.389
37. H 0.316
38. H 0.422
39. H 0.430
40. H 0.380
41. H 0.541
42. H 0.434
43. H 0.381
44. H 0.431
45. H 0.364
46. H 0.368
47. H 0.318
48. H 0.401
49. H 0.399
50. H 0.219
51. H 0.157

Entry from the Open Molecules 2025 dataset: a molecular structure, C8H12N2 (ωB97M-V with the def2-TZVPD basis set).

Atoms and positions in Å:
1 N 0.68 0.40 2.40
2 N 1.71 0.20 1.42
3 C 0.88 -2.07 0.87
4 C -2.04 -0.22 -1.33
5 C -1.86 1.14 -1.86
6 C -0.75 1.88 -1.65
7 C 1.32 -0.65 0.36
8 C -1.04 -0.69 -0.69
9 C 0.31 1.29 -0.95
10 C 0.12 -0.10 -0.36
11 H 1.00 1.92 -0.79
12 H 1.16 -2.60 -0.09
13 H -1.30 -1.70 -0.06
14 H -0.24 -2.19 1.64
15 H -0.41 0.55 1.92
16 H 1.98 -0.79 -0.38
17 H -3.00 -0.59 -1.76
18 H 2.07 -2.46 1.42
19 H -0.71 3.15 -2.11
20 H 2.36 0.17 1.98
21 H -2.91 1.65 -2.61
22 H 0.65 1.69 2.63

**HOMO**: -8.02 eV
**Net charge**: 0
**Total energy**: -11460.6791 eV

How positive or negative is each atom? The Mulliken charges in e answer that:
1. N -0.739
2. N -0.040
3. C -0.872
4. C -0.829
5. C -0.050
6. C -0.374
7. C -0.252
8. C 0.341
9. C -0.765
10. C 0.351
11. H 0.550
12. H 0.374
13. H -0.048
14. H 0.241
15. H 0.261
16. H 0.664
17. H 0.298
18. H 0.206
19. H 0.148
20. H 0.148
21. H 0.106
22. H 0.281

Entry from the Open Molecules 2025 dataset: a molecular structure, C8H24N8O16 (ωB97M-V with the def2-TZVPD basis set).

Atoms and positions in Å:
1 O 0.11 -0.21 -2.12
2 O 1.91 2.42 -1.98
3 O 2.70 1.96 0.79
4 O -2.84 2.77 -3.03
5 O 2.57 -2.17 -3.95
6 O 1.28 -3.72 -4.77
7 O 4.21 0.48 1.26
8 O -2.08 -0.32 1.51
9 O -2.35 2.31 -1.00
10 O 0.25 2.15 1.54
11 O -0.56 -1.68 -0.75
12 O -3.24 0.16 3.22
13 O 0.38 2.21 -0.48
14 O -0.30 0.41 2.70
15 O -3.48 -4.14 1.60
16 O -3.54 -2.02 2.23
17 N -2.41 2.02 -2.20
18 N 1.51 -2.80 -3.96
19 N 1.32 2.78 -1.00
20 N -0.27 -0.53 -1.00
21 N 0.53 1.27 2.35
22 N -2.30 -0.41 2.70
23 N -3.17 -2.94 1.51
24 N 3.30 0.93 0.56
25 C -0.45 0.51 0.02
26 C -1.42 -1.28 3.49
27 C 2.73 0.08 -0.52
28 C -1.94 0.70 -2.64
29 C -2.13 -2.62 0.48
30 C 1.91 1.19 2.94
31 C 1.92 3.92 -0.27
32 C 0.53 -2.60 -2.84
33 H -1.04 0.07 0.83
34 H -0.94 1.35 -0.46
35 H 0.45 0.72 0.61
36 H 1.23 4.77 -0.24
37 H -1.99 -1.76 4.28
38 H 0.45 -3.57 -2.34
39 H -2.61 0.30 -3.40
40 H 1.81 1.21 4.03
41 H -1.85 -3.55 0.00
42 H -2.67 -1.92 -0.16
43 H 0.94 -1.89 -2.12
44 H -1.96 0.01 -1.79
45 H -0.93 0.81 -3.04
46 H -0.64 -0.68 3.95
47 H 2.30 0.77 -1.25
48 H 1.95 -0.49 -0.02
49 H -1.24 -2.17 0.91
50 H -0.43 -2.21 -3.18
51 H 2.06 3.57 0.75
52 H 2.50 1.99 2.50
53 H 3.50 -0.55 -0.99
54 H 2.47 0.34 2.54
55 H -0.95 -2.04 2.86
56 H 2.92 4.10 -0.68

**HOMO**: -9.48 eV
**Net charge**: 0
**Total energy**: -53331.3679 eV

How positive or negative is each atom? The Mulliken charges in e answer that:
1. O -0.626
2. O -0.644
3. O -0.504
4. O -0.623
5. O -0.540
6. O -0.564
7. O -0.549
8. O -0.382
9. O -0.530
10. O -0.383
11. O -0.852
12. O -0.690
13. O -0.240
14. O -0.614
15. O -0.601
16. O -0.574
17. N 1.155
18. N 0.920
19. N 0.784
20. N 1.290
21. N 0.971
22. N 0.998
23. N 0.982
24. N 0.721
25. C 0.856
26. C -0.799
27. C -0.511
28. C -0.485
29. C -0.742
30. C -1.346
31. C -0.824
32. C -0.069
33. H 1.143
34. H -0.720
35. H -1.131
36. H 0.302
37. H 0.401
38. H 0.314
39. H 0.463
40. H 0.359
41. H 0.360
42. H 0.453
43. H -0.253
44. H -0.143
45. H 0.398
46. H 0.334
47. H 0.026
48. H 0.218
49. H 0.013
50. H 0.258
51. H 0.288
52. H 0.487
53. H 0.420
54. H 0.444
55. H 0.249
56. H 0.331

In order of appearance, relative energy (zero: lowest compared OMol25 entry of this formula, charge and spin) = 0.536, 10.559, 12.293 eV.